1.
{"formula": "C29H26GaN4O9S2", "method": "the ωB97M-V functional and the def2-TZVPD basis", "total_charge": -1, "max_force_ha_per_bohr": 0.00989, "energy_ha": -4738.21308, "symbols": ["Ga", "O", "S", "O", "O", "C", "C", "C", "C", "C", "C", "S", "O", "O", "O", "H", "H", "H", "H", "C", "O", "C", "C", "C", "C", "C", "C", "N", "C", "N", "C", "C", "C", "C", "C", "C", "O", "C", "N", "C", "C", "C", "C", "C", "C", "O", "C", "H", "H", "H", "H", "H", "H", "H", "H", "H", "H", "H", "H", "H", "H", "H", "H", "H", "H", "H", "H", "H", "H", "N", "C"], "positions_angstrom": [[1.995, -0.346, -0.560], [-0.314, -1.563, 2.443], [1.002, -0.984, 2.609], [1.266, -0.378, 3.884], [1.353, -0.091, 1.469], [2.144, -2.353, 2.415], [1.619, -3.611, 2.683], [2.399, -4.750, 2.573], [3.724, -4.638, 2.183], [4.256, -3.389, 1.904], [3.481, -2.239, 2.014], [4.318, -0.706, 1.562], [3.986, 0.314, 2.512], [5.705, -1.055, 1.420], [3.769, -0.397, 0.177], [0.574, -3.677, 2.955], [1.967, -5.721, 2.783], [4.346, -5.519, 2.091], [5.286, -3.284, 1.592], [-3.000, 1.800, -2.457], [-3.434, 0.911, -1.422], [-3.658, 1.517, -0.217], [-4.960, 1.566, 0.266], [-5.246, 2.148, 1.488], [-4.214, 2.686, 2.246], [-2.912, 2.612, 1.787], [-2.611, 2.026, 0.557], [-1.270, 2.034, 0.129], [-0.506, 0.985, -0.306], [-1.086, -0.219, -0.275], [-0.600, -1.506, -0.620], [0.735, -1.813, -0.818], [1.073, -3.141, -1.093], [0.110, -4.131, -1.138], [-1.230, -3.815, -0.916], [-1.583, -2.504, -0.664], [-2.858, -2.080, -0.407], [-3.879, -3.052, -0.407], [0.732, 1.193, -0.701], [1.282, 2.508, -0.680], [2.221, 2.829, 0.300], [2.812, 4.084, 0.322], [2.468, 5.030, -0.631], [1.541, 4.717, -1.615], [0.953, 3.461, -1.650], [0.020, 3.215, -2.621], [0.386, 2.208, -3.579], [-2.713, 1.171, -3.297], [-2.143, 2.396, -2.145], [-3.823, 2.456, -2.753], [-5.736, 1.139, -0.357], [-6.267, 2.179, 1.847], [-4.416, 3.142, 3.207], [-2.095, 2.986, 2.392], [-0.726, 2.838, 0.401], [-2.041, -0.235, 0.049], [2.112, -3.404, -1.255], [0.389, -5.159, -1.333], [-1.981, -4.592, -0.935], [-4.807, -2.521, -0.217], [-3.718, -3.794, 0.380], [-3.942, -3.560, -1.373], [2.473, 2.089, 1.053], [3.543, 4.310, 1.087], [2.926, 6.012, -0.619], [1.260, 5.431, -2.380], [-0.305, 2.323, -4.412], [0.307, 1.208, -3.158], [1.411, 2.354, -3.920], [3.287, 0.310, -3.440], [2.845, 0.042, -2.406]]}



2.
{"formula": "C29H26N10PtS", "method": "the ωB97M-V functional and the def2-TZVPD basis", "total_charge": 4, "max_force_ha_per_bohr": 0.02419, "energy_ha": -2184.30011, "spin_multiplicity": 5, "de_lowest_kcal_mol": 11.06, "s_squared": 6.091, "symbols": ["Pt", "N", "C", "N", "C", "N", "N", "C", "C", "C", "C", "C", "C", "N", "C", "C", "C", "C", "C", "C", "H", "H", "H", "H", "H", "H", "H", "H", "H", "H", "H", "C", "C", "C", "C", "C", "C", "N", "N", "C", "C", "C", "C", "C", "N", "H", "H", "H", "H", "H", "H", "H", "H", "H", "C", "N", "C", "C", "N", "C", "S", "H", "H", "H", "H", "H", "H"], "positions_angstrom": [[0.267, -0.295, 0.260], [1.213, 3.379, -1.855], [0.555, 2.461, -1.194], [0.997, 1.220, -1.033], [2.194, 0.836, -1.643], [2.626, -0.382, -1.506], [1.805, -1.102, -0.705], [2.105, -2.316, -0.399], [1.191, -3.000, 0.487], [1.296, -4.337, 0.809], [0.373, -4.892, 1.695], [-0.616, -4.085, 2.225], [-0.675, -2.748, 1.853], [0.201, -2.217, 1.000], [2.947, 1.815, -2.392], [4.164, 1.517, -3.017], [4.861, 2.514, -3.660], [4.370, 3.824, -3.683], [3.162, 4.136, -3.089], [2.456, 3.124, -2.459], [0.798, 4.298, -1.966], [-0.407, 2.732, -0.779], [3.017, -2.769, -0.771], [2.094, -4.931, 0.382], [0.441, -5.936, 1.971], [-1.336, -4.473, 2.932], [-1.430, -2.091, 2.258], [4.544, 0.505, -2.988], [5.800, 2.289, -4.148], [4.940, 4.603, -4.171], [2.774, 5.147, -3.115], [4.329, 2.943, 2.783], [4.295, 1.848, 1.881], [3.128, 1.198, 1.636], [1.922, 1.630, 2.283], [1.986, 2.701, 3.249], [3.174, 3.340, 3.470], [0.763, 1.022, 1.991], [-0.324, 1.453, 2.719], [-1.467, 0.926, 2.338], [-2.616, 1.122, 3.157], [-3.805, 0.545, 2.793], [-3.854, -0.197, 1.610], [-2.710, -0.346, 0.838], [-1.536, 0.194, 1.167], [5.263, 3.462, 2.956], [5.211, 1.528, 1.403], [3.097, 0.339, 0.980], [1.094, 2.973, 3.790], [3.226, 4.152, 4.183], [-2.513, 1.716, 4.056], [-4.688, 0.664, 3.407], [-4.781, -0.645, 1.280], [-2.730, -0.899, -0.093], [-4.801, -2.309, -2.827], [-3.721, -3.028, -3.514], [-3.904, -4.067, -4.340], [-2.655, -4.448, -4.828], [-1.762, -3.625, -4.265], [-2.376, -2.717, -3.429], [-1.638, -1.514, -2.571], [-5.690, -2.340, -3.450], [-4.497, -1.277, -2.680], [-5.010, -2.789, -1.873], [-4.876, -4.480, -4.564], [-2.393, -5.236, -5.516], [-0.775, -3.590, -4.488]]}



3.
{"formula": "C29H26N7O4Tc", "method": "the ωB97M-V functional and the def2-TZVPD basis", "total_charge": 3, "max_force_ha_per_bohr": 0.02854, "energy_ha": -1884.72938, "spin_multiplicity": 4, "de_lowest_kcal_mol": 77.49, "s_squared": 3.793, "symbols": ["Tc", "O", "C", "C", "C", "C", "C", "C", "C", "O", "N", "N", "C", "C", "C", "C", "C", "C", "N", "H", "H", "H", "H", "H", "H", "H", "H", "H", "H", "O", "C", "O", "C", "C", "C", "C", "C", "C", "N", "C", "C", "C", "C", "C", "C", "N", "H", "H", "H", "H", "H", "H", "H", "H", "H", "H", "C", "N", "C", "C", "N", "H", "H", "H", "H", "H", "H"], "positions_angstrom": [[-0.118, 0.636, -0.450], [-5.305, -1.312, -0.566], [-5.305, -0.635, 0.526], [-6.537, -0.573, 1.246], [-6.604, 0.095, 2.435], [-5.454, 0.729, 2.936], [-4.233, 0.685, 2.232], [-4.131, 0.031, 1.030], [-2.858, -0.043, 0.307], [-1.798, 0.567, 0.708], [-2.785, -0.803, -0.771], [-1.534, -0.830, -1.206], [-1.076, -1.741, -2.005], [0.345, -1.859, -1.954], [1.081, -2.763, -2.803], [2.374, -3.023, -2.579], [4.213, -1.484, -1.473], [3.347, -0.453, -0.713], [0.904, -1.098, -1.022], [-4.389, -1.335, -0.968], [-7.395, -1.078, 0.820], [-7.535, 0.132, 2.983], [-5.508, 1.259, 3.879], [-3.356, 1.153, 2.658], [-1.729, -2.451, -2.499], [0.553, -3.200, -3.641], [2.962, -3.639, -3.245], [5.069, -1.821, -0.887], [3.782, -0.095, 0.223], [6.775, -1.679, -3.934], [5.559, -2.042, -3.575], [5.114, -3.133, -3.801], [4.697, -1.051, -2.824], [3.037, -2.521, -1.354], [2.217, -1.491, -0.522], [2.878, 0.713, -1.515], [3.350, 0.989, -2.733], [4.310, 0.102, -3.381], [1.875, 1.443, -0.839], [2.102, 2.658, -0.503], [1.107, 3.339, 0.280], [1.321, 4.595, 0.826], [0.356, 5.140, 1.657], [-0.800, 4.411, 1.882], [-0.950, 3.169, 1.285], [-0.017, 2.618, 0.506], [7.047, -0.798, -3.657], [3.340, -3.391, -0.768], [2.101, -1.798, 0.519], [3.003, 1.858, -3.280], [4.678, 0.392, -4.357], [3.039, 3.144, -0.760], [2.241, 5.122, 0.611], [0.500, 6.109, 2.116], [-1.585, 4.797, 2.517], [-1.848, 2.597, 1.443], [-2.512, 1.216, -5.025], [-1.668, 2.172, -4.284], [-1.592, 3.578, -4.724], [-1.105, 1.802, -3.189], [-0.540, 1.458, -2.229], [-2.823, 1.683, -5.954], [-3.405, 0.953, -4.458], [-1.954, 0.312, -5.262], [-1.707, 3.611, -5.803], [-0.627, 4.007, -4.463], [-2.384, 4.171, -4.268]]}